Record 1
DFT (ωB97M-V with the def2-TZVPD basis set) results for an isolated molecule of C4H6N2O at a distorted geometry.

Last column: Mulliken charge in e.
Element x y z (Å)
C1 1.143 -1.158 -0.171  -1.08
C2 0.422 0.089 -0.550  0.67
C3 -1.754 0.239 -0.388  -0.04
C4 0.297 0.981 0.525  0.22
H1 0.236 -1.726 0.311  0.26
H2 1.568 -1.825 -1.008  0.27
H3 2.109 -0.824 0.609  0.24
H4 1.242 0.654 -1.285  0.25
H5 -2.892 0.638 -0.618  0.27
H6 -1.519 0.884 1.869  0.29
N1 -0.954 -0.334 -1.238  -0.52
N2 -1.181 0.859 0.821  -0.25
O1 1.282 1.524 1.124  -0.58

- relative energy (zero: lowest compared OMol25 entry of this formula, charge and spin) (kcal per mole) = 85.3
- F_max (eV/A) = 7.315
- SMILES = C[C@H]1N=CNC1=O
- lowest unoccupied orbital energy (eV) = 0.5498
- HOMO-LUMO gap (eV) = 10.572

***

Record 2
DFT (ωB97M-V with the def2-TZVPD basis set) results for the ion C5H12N with charge +1 at a distorted geometry.

Last column: Löwdin spin population.
Element x y z (Å)
C1 -1.165 -0.705 0.767  0.14
C2 -1.996 -0.722 -0.481  0.78
C3 -0.240 0.257 0.056  0.68
C4 -0.340 1.733 0.038  0.10
C5 2.051 -0.535 0.275  0.04
N1 0.903 -0.333 -0.651  0.07
H1 -1.666 -0.271 1.625  0.01
H2 -0.722 -1.658 1.040  0.01
H3 -1.771 -1.398 -1.280  0.05
H4 -2.788 -0.015 -0.597  0.04
H5 -1.228 2.048 0.575  0.00
H6 -0.386 2.137 -0.975  0.02
H7 0.522 2.182 0.541  0.03
H8 2.832 -1.136 -0.188  0.01
H9 2.463 0.428 0.565  0.00
H10 1.697 -1.042 1.172  0.00
H11 0.640 -1.239 -1.049  0.01
H12 1.194 0.271 -1.433  0.00

- total charge = +1
- relative energy (zero: lowest compared OMol25 entry of this formula, charge and spin) (kcal per mole) = 5.0
- 2S+1 = 3
- F_max (eV/A) = 3.579
- lowest unoccupied orbital energy (alpha / beta) (eV) = -3.2694 / -5.2680
- HOMO-LUMO gap (alpha / beta) (eV) = 7.195 / 11.666

***

Record 3
DFT (ωB97M-V with the def2-TZVPD basis set) results for a cluster of 2 separate species, C2HBrN2O2 in total at a distorted geometry.

Last column: Mulliken charge in e.
Element x y z (Å)
C1 -1.393 -0.356 -0.027  -0.30
C2 1.540 0.399 0.360  0.13
N1 -1.966 0.505 -0.553  0.54
N2 1.574 -0.802 0.360  0.42
O1 1.441 -1.957 0.560  -0.58
O2 -2.233 1.581 -0.952  -0.59
Br1 2.316 1.987 0.153  0.04
H1 -1.278 -1.356 0.099  0.34

- relative energy (zero: lowest compared OMol25 entry of this formula, charge and spin) (kcal per mole) = 133.1
- F_max (eV/A) = 5.316
- SMILES = [O-][N+]#CBr.C#[N+][O-]
- lowest unoccupied orbital energy (eV) = -0.1915
- HOMO-LUMO gap (eV) = 9.532